1.
Density functional theory data (the ωB97M-V functional and the def2-TZVPD basis) for C31H44BrHgN3P2 as an isolated structure at a distorted geometry.

```
82
Properties=species:S:1:pos:R:3:forces:R:3:mulliken_charge:R:1
N 6.31700 -7.90197 0.54400 -0.1122 -0.7140 -0.0228 -0.546
C 5.18391 -7.85478 1.25169 0.1891 0.7072 -0.5009 -0.326
C 4.23922 -6.83809 1.06810 0.1544 0.2755 -0.0510 -0.514
C 4.47142 -5.82724 0.09676 1.4010 -1.0103 -0.2583 0.578
C 5.65414 -5.95896 -0.68209 -0.1373 -0.2736 0.6672 -0.397
C 6.53521 -7.02816 -0.42927 -0.6798 0.9519 0.0992 -0.366
C 3.52694 -4.73701 -0.10159 -0.0744 0.4407 -0.4567 -0.203
Hg 0.34827 0.27920 -2.12783 -0.2864 -0.8960 0.1221 1.068
P -2.47675 1.48893 -4.07164 -2.3177 0.9221 -1.7670 -0.270
C 3.48602 -3.79637 -1.09703 1.2661 -0.4892 1.0034 -0.729
C 2.31251 -2.98215 -1.18928 -0.2530 0.6812 0.3347 0.889
C 1.78153 -2.68089 -2.48611 -0.2741 0.2793 1.2005 -0.737
C 0.39757 -2.88892 -2.60278 0.1829 0.6221 0.4401 -0.945
C -0.29595 -3.27362 -1.41760 -0.0064 2.9686 0.3882 -0.060
C 0.14565 -2.67248 -0.19129 -0.1645 -0.9830 -0.5390 -0.117
C 1.52291 -2.67487 -0.01495 -0.1171 0.2606 -1.5899 -0.591
Br -1.88150 -4.14428 -1.44059 -1.2956 -0.4052 -0.2897 -0.009
H 2.71913 -4.77170 0.63116 -0.0659 0.1993 -0.3115 0.405
H 4.24676 -3.71864 -1.89177 -0.4425 -0.3319 0.4287 0.340
H 3.37314 -6.82977 1.73766 0.1447 0.1549 -0.4330 0.340
H 5.93983 -5.20301 -1.41147 -0.1898 -0.2226 0.0310 0.279
H 5.04947 -8.64445 1.99591 -0.0160 0.3566 -0.1895 0.370
H 7.45689 -7.13725 -1.01108 -0.3282 0.0223 0.2741 0.364
H 2.43052 -2.33111 -3.29419 -0.2327 -0.7667 0.0376 0.608
H 1.97871 -2.42658 0.94038 0.0077 -0.2879 -0.2249 1.009
H -0.15326 -2.73929 -3.52686 0.1788 -0.6441 -0.0825 0.656
H -0.61648 -2.33913 0.53714 0.8057 -0.7686 -0.2732 -0.193
P 1.99317 1.76548 -1.11676 0.8245 0.0419 0.4765 -0.104
C -2.89531 -0.15053 -3.41750 0.0217 0.3138 0.2941 0.621
C -4.04246 -0.75206 -4.23057 -0.2514 -0.3940 -0.0693 -1.407
H -3.25122 0.04294 -2.38837 0.3906 -0.4589 -0.1826 0.319
H -2.00607 -0.80288 -3.47339 0.0119 -0.2828 0.4938 -0.523
H -4.44915 -1.63404 -3.73767 0.0210 -0.0708 0.0309 0.388
H -4.85155 -0.02460 -4.34078 0.1632 -0.0600 0.0653 0.392
H -3.74005 -1.05300 -5.23557 0.1022 0.1207 0.0593 0.343
C -0.90001 1.38708 -4.97675 0.1056 -0.2147 0.4233 0.734
C -0.85326 2.26603 -6.23750 0.2912 0.0616 -0.0435 -1.421
H -0.78359 0.31815 -5.24094 0.2282 0.3845 0.1415 0.287
H -0.11469 1.74163 -4.28660 0.5905 -0.2875 -0.0857 -0.690
H 0.05261 2.02595 -6.80352 -0.1491 0.0880 -0.0160 0.409
H -1.72407 2.12536 -6.88987 0.1829 -0.1176 0.3189 0.387
H -0.80190 3.32738 -5.97274 -0.0979 -0.1611 -0.0165 0.344
C -2.41437 2.62523 -2.64795 0.6285 -0.0974 -0.1427 0.188
C -3.74621 3.35699 -2.42618 -0.0434 0.1349 0.0544 -1.443
H -1.63304 3.35233 -2.92911 -0.1116 -0.0662 0.4143 0.258
H -2.12663 2.05113 -1.75614 0.2011 0.3344 0.2930 0.046
H -3.59883 4.17291 -1.71854 -0.0354 0.0143 0.0198 0.404
H -4.12440 3.78056 -3.36063 0.1753 -0.0698 0.0789 0.393
H -4.54300 2.72684 -2.02165 0.2361 -0.1543 -0.0772 0.333
C 1.39505 3.02558 0.03390 -1.0433 0.0030 -0.2757 -0.033
C 2.46113 3.94629 0.62269 0.5994 0.1636 0.2339 -1.179
H 0.82673 2.51402 0.82953 0.1097 0.1133 -0.3847 0.043
H 0.67946 3.62774 -0.54806 0.0335 -0.1962 0.1732 0.446
H 2.89554 3.55734 1.54904 -0.1104 -0.0842 -0.2186 0.330
H 3.29099 4.14601 -0.06196 -0.1533 0.0645 0.0465 0.284
H 1.99414 4.90515 0.86799 0.0907 -0.1726 -0.0875 0.428
C 2.82326 2.47432 -2.58867 -0.6486 0.1763 0.1831 -0.373
C 3.51897 1.37609 -3.38013 0.2232 -0.0239 -0.1342 -1.083
H 3.51330 3.27306 -2.26017 -0.2769 -0.3444 -0.0665 0.517
H 2.01731 2.94087 -3.18318 0.3293 0.0088 0.2085 0.328
H 4.41993 1.04393 -2.85470 -0.1361 -0.0537 -0.2591 0.327
H 2.86092 0.51138 -3.53976 0.1082 0.0341 0.0158 0.224
H 3.78853 1.74824 -4.37314 0.0813 -0.0600 0.2309 0.403
C 3.11307 0.61372 -0.25810 0.2921 -0.4882 -0.2184 -0.329
C 2.82021 0.27091 1.20785 -0.1016 0.1700 0.2305 -0.928
H 4.12201 1.03903 -0.37125 -0.1663 -0.0144 -0.0135 0.610
H 3.08826 -0.32849 -0.83273 0.1618 0.3761 0.0138 0.099
H 3.49532 -0.55289 1.50268 -0.3016 0.4212 -0.1103 0.434
H 3.02151 1.12465 1.87682 -0.0430 -0.3388 -0.2924 0.355
H 1.77952 -0.06256 1.35812 0.3982 0.0704 -0.0583 -0.011
N -4.16989 2.10372 5.34798 2.2084 -1.2809 -1.5770 -0.386
C -3.29964 1.59446 4.74824 -1.7940 1.0016 1.4845 -0.179
C -2.22011 0.96869 4.01129 -0.0100 -0.1280 -0.4485 0.715
C -1.01493 1.64450 3.79815 0.6326 -0.0849 -0.4739 -0.662
C -0.04696 1.05518 2.96652 -1.0829 -0.0654 0.3741 -0.297
N -0.25748 -0.10601 2.33507 0.4576 -0.1764 0.1028 -0.131
C -1.36881 -0.79739 2.59303 -0.4856 0.7191 0.6365 -0.399
C -2.38755 -0.29412 3.42385 0.2933 -0.2600 -0.3680 -0.813
H -0.81348 2.63006 4.21015 -0.1936 -0.2463 0.1326 0.462
H 0.92375 1.53895 2.81407 -0.3935 -0.1194 0.0309 0.486
H -1.45643 -1.78993 2.13861 -0.1352 0.4601 0.2159 0.690
H -3.29846 -0.87706 3.55913 0.2338 0.2479 0.1057 0.458
```
Forces are in eV/Å.

Output
Multiplicity = 1
Energy above the lowest of the compared OMol25 structures with the same formula, charge and spin = 1.0574 eV
Net charge = +2
Frontier orbital gap (alpha / beta) = 3.61 / 3.61 eV
Max |F| = 3.1 eV/A

2.
Density functional theory data (the ωB97M-V functional and the def2-TZVPD basis) for an isolated ion of composition C5H11N2O and charge +1 at a distorted geometry.

```
19
Properties=species:S:1:pos:R:3:forces:R:3:mulliken_charge:R:1
O -2.06674 -0.54239 0.70356 0.1273 -0.1118 0.0285 -0.624
C -1.16648 0.15518 1.14239 -0.9462 0.5236 0.0241 0.421
N -1.06698 0.50911 2.43167 0.4674 -0.2929 -0.1241 -0.359
C -0.21696 0.81920 0.14451 0.4873 0.1491 -0.4912 -0.137
N -0.68076 0.33142 -1.19303 -0.2096 -0.6459 -0.1337 -0.234
C 0.03421 -0.97497 -1.44112 0.4403 0.0913 0.1609 -0.674
C 1.42345 -0.73697 -0.85880 0.2651 0.0507 -0.3713 -0.445
C 1.23374 0.33323 0.23259 0.8095 0.2000 0.5289 -0.717
H -0.22723 0.93318 2.79518 -0.1550 0.0433 0.0430 0.240
H -1.67976 0.02521 3.07239 0.0542 0.0896 0.0745 0.286
H -0.31993 1.90645 0.13978 -0.0224 -0.1153 0.3162 0.441
H -1.67888 0.09288 -1.09343 -0.1260 0.2416 -0.0049 0.350
H -0.51331 0.99100 -1.95431 -0.0622 0.0138 0.2231 0.389
H -0.48374 -1.73108 -0.86650 -0.3089 -0.0446 -0.0138 0.278
H -0.01801 -1.20744 -2.50052 0.1077 -0.0356 0.0029 0.446
H 2.10302 -0.36725 -1.63257 -0.1019 -0.0004 0.1193 0.289
H 1.86636 -1.65569 -0.47859 -0.1462 0.0038 0.0126 0.326
H 1.48296 -0.00434 1.23887 -0.3579 -0.4537 -0.0075 0.360
H 1.97503 1.12322 0.11793 -0.3225 0.2934 -0.3874 0.365
```
Forces are in eV/Å.

Output
Multiplicity = 1
SMILES = NC(=O)[C@H]1CCC[NH2+]1
Energy above the lowest of the compared OMol25 structures with the same formula, charge and spin = 0.1077 eV
Net charge = +1
Frontier orbital gap = 11.62 eV
Max |F| = 1.1 eV/A

3.
Density functional theory data (the ωB97M-V functional and the def2-TZVPD basis) for C14H16Br2NO7PS3Tl as an isolated structure at a distorted geometry.

```
45
Properties=species:S:1:pos:R:3:forces:R:3:mulliken_spin:R:1
Tl -0.17459 -0.55762 -2.30960 -0.0597 0.0255 -0.2884 0.044
O -0.48890 -1.87797 1.89185 0.1759 -0.0420 -0.1085 0.006
S -0.56489 -0.96924 0.76857 -0.6827 -0.0398 1.1187 0.001
O -0.92417 0.38196 1.15440 0.2063 0.2639 -0.2323 0.002
O 0.89024 -0.81900 0.11959 0.2914 -0.1658 -0.3709 -0.022
O -1.44222 -1.47806 -0.30381 0.2493 0.2128 -0.3844 0.004
C 1.80524 -0.84844 3.69256 0.1518 -0.2016 -0.2939 0.000
C 2.43816 -0.45756 2.36630 -0.1171 0.1743 -0.0755 -0.003
O 2.75606 -1.61688 1.59880 -0.2610 -0.0004 -0.2393 -0.001
P 2.29257 -2.09830 0.11046 -0.9034 -2.2101 1.0274 -0.041
S 3.01865 -1.04276 -1.51095 0.2794 0.3387 0.0130 0.948
S 1.06230 -3.68515 -0.24783 0.4366 0.7972 -0.0007 0.001
O 3.77801 -2.97784 0.05643 0.2198 0.9857 -0.4223 0.038
C 3.97853 -4.32571 0.37774 -0.0964 -0.3095 -0.1386 0.006
C 3.66340 -4.65694 1.83176 0.0695 0.2408 -0.0799 0.007
H 1.48088 0.04546 4.22719 0.0470 0.0363 0.0474 0.000
H 2.50268 -1.42097 4.30792 0.0524 0.0420 0.0551 0.000
H 0.93606 -1.46126 3.46965 -0.0989 0.0191 0.0984 0.000
H 3.39450 0.05806 2.51665 -0.0897 0.0499 0.0123 0.000
H 1.76733 0.19636 1.81097 0.0665 0.0102 0.0566 0.001
H 5.03784 -4.52267 0.16004 -0.0558 0.0054 0.0543 -0.001
H 3.36669 -4.95587 -0.27836 0.0441 -0.0077 0.0698 0.000
H 4.19457 -3.97144 2.49341 0.0495 -0.0159 0.0550 0.000
H 3.95824 -5.68443 2.06181 -0.0038 -0.0463 -0.0202 0.001
H 2.59517 -4.53428 2.00302 -0.0092 -0.0523 0.0343 -0.001
C -3.94975 -0.40805 -2.06898 0.2139 -0.0379 0.0703 0.003
C -3.55719 1.01465 -1.81394 0.1157 0.0953 -0.0677 -0.002
C -4.52456 1.97730 -1.47179 0.0069 0.1662 0.0463 0.001
C -4.14506 3.27132 -1.25702 -0.0171 -0.1063 -0.0242 0.000
C -2.78687 3.62964 -1.35936 0.1319 -0.2028 -0.1332 0.000
C -2.29358 4.93901 -1.19700 -0.0205 0.3808 0.0727 0.000
Br -3.49743 6.38688 -0.82923 0.0327 -0.0202 0.0238 0.000
C -0.96254 5.22552 -1.33960 -0.2273 -0.0686 0.0465 0.000
C -0.07344 4.20460 -1.63429 0.2010 -0.1606 -0.0837 0.001
Br 1.75867 4.65104 -1.87703 0.0288 0.0431 0.0384 0.000
C -0.42644 2.84453 -1.80990 0.2711 0.1971 -0.1125 0.011
O 0.41870 1.95794 -2.09166 -0.3689 -0.2514 0.0249 0.001
C -1.86912 2.58866 -1.68470 -0.0859 0.2433 0.0670 -0.002
N -2.28354 1.33086 -1.92102 -0.1449 -0.1820 0.0593 0.000
H -5.00638 -0.56784 -1.85486 -0.0010 -0.0426 -0.0245 0.000
H -3.33456 -1.04164 -1.42797 -0.0623 -0.1254 0.0149 -0.001
H -3.74487 -0.67967 -3.10666 -0.0390 -0.0178 -0.0197 0.000
H -5.56542 1.69271 -1.38386 -0.0049 -0.0579 -0.0104 0.000
H -4.88094 4.02647 -1.01429 0.0263 0.0170 0.0302 0.000
H -0.59806 6.23661 -1.22543 -0.0181 0.0203 -0.0058 0.000
```
Forces are in eV/Å.

Output
Multiplicity = 2
Energy above the lowest of the compared OMol25 structures with the same formula, charge and spin = 0.0000 eV
Net charge = -2
Frontier orbital gap (alpha / beta) = 5.76 / 5.24 eV
Expectation value of S² = 0.75
Max |F| = 2.6 eV/A

4.
Density functional theory data (the ωB97M-V functional and the def2-TZVPD basis) for C17H18BrN4O2PdS as an isolated structure at a distorted geometry.

```
44
Properties=species:S:1:pos:R:3:forces:R:3:mulliken_charge:R:1
Pd 1.41913 -0.56699 -0.95988 0.9131 1.2130 0.9672 0.367
O 0.90322 -3.73635 -2.16288 -0.0541 -0.5403 0.1872 -0.754
C 0.03255 -3.69613 -1.11400 0.1279 -0.1374 -0.0779 0.144
C 0.03282 -4.76135 -0.21982 0.0504 -0.0023 -0.0438 -0.596
C -0.85801 -4.78562 0.83625 -0.0258 0.0366 -0.0092 -0.481
C -1.76647 -3.74783 1.01501 0.0262 -0.0312 -0.0005 -0.787
C -1.75804 -2.68544 0.13007 0.0350 0.0843 0.0319 -0.558
C -0.85743 -2.63052 -0.92918 -0.1037 0.0575 -0.0461 1.082
C -0.86746 -1.48271 -1.93123 -0.0816 0.2833 0.1511 -0.240
O 0.41957 -1.31795 -2.47231 -0.3051 0.2467 0.1506 -0.841
N -1.28894 -0.20483 -1.32006 0.3391 -0.0984 0.0526 -0.045
N -0.30563 0.45676 -0.66218 -0.4504 -0.5629 -0.6082 -0.040
C -0.48974 1.54738 -0.01481 0.0283 -0.3019 -0.0945 -0.033
C 0.57939 2.21111 0.70091 -0.0678 0.2216 0.0459 0.135
Br 2.35642 1.58928 0.30249 -0.3561 -0.3903 0.0782 -0.091
C 0.42782 3.21491 1.57239 0.2073 -0.1347 -0.1446 -0.758
C -0.85038 3.74882 2.05406 -0.0928 0.0391 0.0233 0.477
C -1.92902 2.92226 2.37840 0.0292 0.0467 0.0159 -0.491
C -3.11730 3.47179 2.83241 0.0029 -0.0166 0.0016 -0.578
C -3.24019 4.84622 2.97004 -0.0108 0.0198 0.0080 -0.446
C -2.16466 5.67352 2.67535 -0.0010 0.0006 0.0030 -0.530
C -0.97179 5.12891 2.23364 -0.0167 -0.0499 -0.0189 -0.454
H 0.80499 -2.86691 -2.60153 0.0967 0.1446 -0.1056 0.406
H 0.73774 -5.56550 -0.38325 -0.0014 -0.0088 0.0125 0.441
H -0.84783 -5.62174 1.52234 -0.0045 -0.0101 0.0057 0.396
H -2.47250 -3.77110 1.83317 -0.0004 0.0031 0.0055 0.417
H -2.45925 -1.87048 0.26176 -0.0122 0.0076 0.0120 0.424
H -1.57525 -1.68198 -2.74504 0.0375 0.0314 -0.0050 0.360
H -2.16701 0.25771 -1.49092 0.0184 0.0001 -0.1223 0.249
H -1.48189 1.98576 0.02703 0.0115 0.0412 0.0259 0.642
H 1.32284 3.69559 1.95236 0.0099 -0.0175 0.0202 0.422
H -1.82218 1.84618 2.32805 0.0128 -0.0195 -0.0040 0.649
H -3.94250 2.82445 3.09688 -0.0017 -0.0043 0.0010 0.393
H -4.16769 5.27217 3.32780 -0.0041 0.0049 -0.0019 0.394
H -2.25390 6.74397 2.79985 0.0017 0.0059 -0.0006 0.388
H -0.13063 5.77408 2.01344 0.0123 0.0051 -0.0036 0.414
N 5.11196 -0.63464 -2.34350 0.0336 -0.0473 0.0952 -0.404
C 4.17802 -1.54817 -2.11187 -0.2265 -0.3433 -0.6635 0.838
N 3.77816 -2.34529 -3.09612 0.1633 0.1999 0.0718 -0.343
S 3.45038 -1.74870 -0.56777 -0.2443 0.1170 -0.0552 -0.421
H 5.53731 -0.51499 -3.24915 0.0624 -0.0575 0.0279 0.196
H 5.46341 -0.09403 -1.57247 -0.0485 0.0523 0.0011 0.236
H 4.13716 -2.27755 -4.03532 -0.0082 -0.0183 -0.0011 0.202
H 3.09283 -3.05411 -2.88040 -0.1016 -0.0698 0.0112 0.221
```
Forces are in eV/Å.

Output
Multiplicity = 1
Energy above the lowest of the compared OMol25 structures with the same formula, charge and spin = 0.9512 eV
Net charge = +1
Frontier orbital gap = 6.47 eV
Max |F| = 1.8 eV/A

5.
Density functional theory data (the ωB97M-V functional and the def2-TZVPD basis) for a 2-piece molecular cluster, CH4O3 overall at a distorted geometry.

```
8
Properties=species:S:1:pos:R:3:forces:R:3:mulliken_spin:R:1
O 0.21652 -1.43470 0.08141 -0.1986 -0.1323 -0.4996 0.908
C 0.31713 -2.01855 1.16508 -0.1795 0.8643 1.8185 -0.036
O 1.24627 -1.78570 2.01715 -0.0555 0.1786 0.3734 0.070
H -0.50878 -2.59484 1.63249 0.0249 -0.6198 -1.1035 0.050
H 1.62291 -0.87842 2.05845 0.4169 -0.2617 -0.5853 0.000
H -0.54308 2.57225 -2.84621 0.6416 0.6755 0.3677 0.000
H -1.64557 2.96200 -2.01581 -0.1149 0.5989 0.5544 0.000
O -0.70541 3.17794 -2.09256 -0.5349 -1.3036 -0.9255 0.008
```
Forces are in eV/Å.

Output
Multiplicity = 2
Energy above the lowest of the compared OMol25 structures with the same formula, charge and spin = 0.9175 eV
Net charge = +1
Frontier orbital gap (alpha / beta) = 7.33 / 2.73 eV
Expectation value of S² = 0.76
Max |F| = 2.0 eV/A

6.
Density functional theory data (the ωB97M-V functional and the def2-TZVPD basis) for one molecule with the formula C6H10.

```
16
Properties=species:S:1:pos:R:3:forces:R:3:mulliken_charge:R:1
C 1.32879 -0.48339 0.67133 -0.1064 0.0655 0.2702 -0.628
C 0.00939 -0.92847 0.25914 -0.1374 -0.0268 0.2682 0.097
C -1.27573 -0.12592 0.35767 -0.0349 0.0107 -0.0355 -0.532
C -1.12841 1.38848 0.47463 0.0076 0.0379 0.0505 -1.270
C 0.94792 0.48416 -1.63404 0.1073 -0.5184 -0.0151 -0.904
C 1.10474 -0.69311 -0.85876 0.1901 0.1579 -0.5089 0.094
H 1.46190 0.55075 0.96967 -0.0288 -0.1315 -0.1191 0.256
H 2.01320 -1.19438 1.12458 -0.0987 0.0948 -0.1312 0.271
H -0.15864 -2.00174 0.33838 0.0402 0.1733 -0.0506 0.345
H -1.89235 -0.37504 -0.51465 0.0667 0.0477 0.1111 0.295
H -1.81935 -0.51223 1.23118 0.0944 0.0162 -0.1162 0.356
H -0.67398 1.67261 1.42977 -0.0663 -0.0385 -0.0687 0.272
H -2.10711 1.87442 0.40715 0.1101 -0.0914 0.0647 0.364
H -0.48756 1.75462 -0.32975 -0.1585 0.0435 0.1282 0.418
H 1.17719 0.22778 -2.68811 0.0764 0.0063 0.1385 0.165
H 1.49999 -1.63855 -1.23820 -0.0618 0.1528 0.0136 0.401
```
Forces are in eV/Å.

Output
Multiplicity = 1
Energy above the lowest of the compared OMol25 structures with the same formula, charge and spin = 4.0881 eV
Frontier orbital gap = 8.29 eV
Max |F| = 0.6 eV/A

- The highest energy above the lowest of the compared OMol25 structures with the same formula, charge and spin belongs to which entry?
  C6H10